The molecule C14H22O at a distorted geometry, computed with ωB97M-V/def2-TZVPD.

XYZ file:
```
37
Properties=species:S:1:pos:R:3:mulliken_charge:R:1
C -1.285 -1.729 2.391 -1.169
C -0.640 -0.618 1.958 -0.614
C -1.209 1.831 -0.447 -1.175
C -1.397 2.408 -1.584 0.161
C 0.338 -1.209 -1.632 -1.231
C -0.762 -1.116 -0.633 -0.948
C 1.292 0.880 -0.910 -1.748
C 1.584 -0.616 -0.924 -0.046
C -0.140 -0.366 0.607 1.150
C 0.181 1.158 0.057 1.338
C 1.271 -0.990 0.528 1.042
C -2.740 3.040 -1.986 -1.367
C 1.206 -2.442 0.811 -2.131
C 2.271 -0.351 1.491 -1.707
O 0.587 1.985 1.115 -0.612
H -1.586 -1.998 3.328 0.397
H -1.597 -2.544 1.610 0.132
H -0.315 -0.062 2.831 0.238
H -1.899 1.880 0.389 0.316
H -0.475 2.470 -2.225 0.232
H 0.431 -2.215 -1.974 0.370
H 0.235 -0.772 -2.575 0.560
H -1.573 -0.586 -1.005 0.555
H -1.268 -2.116 -0.399 0.406
H 2.123 1.377 -0.576 0.512
H 1.205 1.350 -1.972 0.453
H 2.513 -0.909 -1.281 0.745
H -3.548 2.597 -1.441 0.364
H -2.832 4.061 -1.884 0.366
H -2.831 2.639 -2.975 0.343
H 0.927 -2.667 1.829 0.461
H 2.145 -2.858 0.496 0.468
H 0.421 -2.903 0.263 0.453
H 3.158 -0.876 1.447 0.538
H 1.757 -0.402 2.461 0.303
H 2.551 0.605 1.086 0.378
H -0.098 2.064 1.726 0.464
```

Summary:
LUMO (Eh): 0.034
ΔE to the lowest compared entry with this formula, charge and spin (kcal/mol): 84.8
Net charge: 0
Structure (SMILES): C=C[C@@]12CC[C@@H](C[C@@]1(O)/C=C/C)C2(C)C
Orbital gap (eV): 9.93